Record 1
2 unconnected molecules or ions with the total composition C4H10O2. Source: the Open Molecules 2025 dataset; level of theory: ωB97M-V/def2-TZVPD.

**Multiplicity**: 2
**Total charge**: +1
**Lowest unoccupied orbital energy (alpha / beta)**: -5.9 / -9.8 eV
**Kohn-Sham gap (alpha / beta)**: 8.44 / 4.57 eV

```
16
Properties=species:S:1:pos:R:3:lowdin_spin:R:1
O -3.01 2.00 1.70 0.00
O -1.10 -0.76 0.38 0.62
C 2.01 -0.29 -0.42 0.02
C 2.01 0.96 -1.28 0.01
C -0.14 -1.43 0.25 0.14
C 0.88 -1.26 -0.85 0.11
H 2.78 1.65 -0.93 0.00
H 1.97 -0.01 0.62 0.00
H 1.27 -2.25 -1.06 0.00
H 2.95 -0.82 -0.53 0.01
H -2.73 2.85 1.34 0.00
H 1.06 1.49 -1.19 0.00
H -3.21 1.46 0.92 0.00
H 2.16 0.68 -2.31 0.00
H 0.37 -0.89 -1.72 0.00
H 0.03 -2.23 1.02 0.08
```

---

Record 2
3 unconnected molecules or ions with the total composition C4H10O2. Source: the Open Molecules 2025 dataset; level of theory: ωB97M-V/def2-TZVPD.

**Multiplicity**: 2
**Total charge**: +1
**Lowest unoccupied orbital energy (alpha / beta)**: -5.2 / -8.8 eV
**Kohn-Sham gap (alpha / beta)**: 9.52 / 5.92 eV

```
16
Properties=species:S:1:pos:R:3:lowdin_spin:R:1
O -0.22 -0.29 -2.90 0.01
O 2.27 1.70 0.36 0.00
C -1.48 -0.39 0.76 0.13
C -0.18 -0.57 1.29 0.13
C -1.91 0.66 0.04 0.36
C 0.54 -1.67 1.18 0.31
H -0.36 0.27 -2.06 0.00
H -2.86 0.70 -0.47 0.02
H 0.62 -0.89 -3.04 0.00
H 1.62 -1.71 1.31 0.01
H -2.19 -1.21 0.92 0.00
H 0.05 -2.60 0.84 0.01
H 0.35 0.35 1.50 0.00
H 2.79 1.58 -0.37 0.00
H -1.20 1.51 0.08 0.01
H 2.16 2.58 0.56 0.00
```

---

Record 3
A molecular structure, C4H10O2PtSe4. Source: the Open Molecules 2025 dataset; level of theory: ωB97M-V/def2-TZVPD.

**Multiplicity**: 1
**Total charge**: +2
**Lowest unoccupied orbital energy (alpha / beta)**: -10.9 / -11.0 eV
**Kohn-Sham gap (alpha / beta)**: 5.05 / 4.99 eV

```
21
Properties=species:S:1:pos:R:3:nbo_charge:R:1
Pt 1.01 0.85 -0.61 0.67
Se 2.74 4.23 -0.63 0.38
Se 3.46 0.42 -0.81 0.12
Se 0.73 3.30 -0.54 0.10
Se 4.52 2.36 -0.65 0.38
O 0.75 -1.38 -0.29 -0.54
O -1.30 0.50 -0.38 -0.56
C -1.60 -0.83 0.04 -0.11
C -2.18 1.49 0.15 -0.26
C -0.60 -1.75 -0.62 -0.10
C 1.24 -1.90 0.96 -0.27
H -0.68 -1.65 -1.71 0.23
H 2.33 -1.88 0.92 0.21
H -0.79 -2.78 -0.33 0.24
H 0.90 -1.31 1.81 0.20
H -1.59 -0.90 1.13 0.21
H -3.21 1.18 0.01 0.23
H -2.60 -1.11 -0.32 0.24
H 0.91 -2.93 1.09 0.23
H -2.01 1.67 1.21 0.20
H -2.02 2.41 -0.41 0.20
```

---

Listing max |F| for the structures above in their given order: 0.77; 4.43; 2.97 eV/A.
Listing energy relative to the best compared isomer or geometry (same formula, charge and spin) for the structures above in their given order: 48.9; 68.0; 31.5 kcal/mol.